1.
A structure of composition C26H23Cl2N4O2V. Source: the Open Molecules 2025 dataset; level of theory: ωB97M-V/def2-TZVPD.

- Total charge: -1
- E_LUMO (spin up / spin down): 2.7 / 2.7 eV
- Kohn-Sham gap (spin up / spin down): 0.235 / 0.240 Ha
- Strongest force on any atom: 0.01340 Eh/bohr
- Multiplicity: 2

Last column: Löwdin spin population.
Cartesian coordinates (Å):
V -0.349 -0.720 -0.435  1.09
C 0.896 3.458 -0.736  0.00
C 1.977 2.635 -0.454  0.00
C 2.140 2.111 0.822  0.00
C 1.218 2.413 1.814  0.00
C 0.146 3.249 1.536  0.00
C -0.017 3.772 0.261  0.00
H 0.756 3.845 -1.739  0.00
H 2.685 2.381 -1.234  0.00
H 2.967 1.443 1.027  0.00
H 1.325 1.981 2.801  0.00
H -0.583 3.466 2.305  0.00
H -0.876 4.394 0.037  0.00
C 1.499 0.127 -4.400  0.00
C 2.518 -0.818 -4.362  0.00
C 2.779 -1.494 -3.188  0.00
C 2.004 -1.202 -2.066  0.00
N 1.003 -0.320 -2.124  0.00
C 0.752 0.334 -3.259  0.00
C 2.219 -1.789 -0.717  0.00
C 3.013 -2.884 -0.541  0.01
C 3.261 -3.293 0.822  0.00
C 2.659 -2.675 1.844  0.00
C 1.619 -1.605 1.622  0.00
N 1.577 -1.095 0.250  -0.01
H 1.280 0.683 -5.301  0.00
H 3.109 -1.016 -5.248  0.00
H 3.576 -2.218 -3.124  0.00
H -0.076 1.027 -3.223  0.00
H 3.475 -3.399 -1.367  0.00
H 3.978 -4.083 1.017  0.00
H 2.891 -2.945 2.868  0.00
H 1.846 -0.765 2.302  0.00
O -3.361 -1.854 -1.217  0.01
C -2.400 -2.315 -1.790  0.01
O -1.152 -1.964 -1.676  0.01
H -2.515 -3.155 -2.505  0.00
Cl -2.443 1.840 -2.818  0.00
C -3.007 2.151 -1.202  -0.01
C -4.035 3.060 -1.038  0.00
C -4.529 3.328 0.228  -0.01
C -3.991 2.661 1.319  0.00
C -2.966 1.754 1.139  -0.01
Cl -2.336 0.917 2.519  0.00
C -2.401 1.466 -0.129  -0.01
N -1.361 0.629 -0.265  -0.10
H -4.445 3.548 -1.913  0.00
H -5.334 4.039 0.362  0.00
H -4.365 2.831 2.319  0.00
C -1.469 -2.976 3.643  0.00
C -0.023 -2.602 3.367  0.00
C 0.187 -2.031 1.972  0.01
N -0.764 -1.810 1.182  0.00
H -1.584 -3.388 4.648  0.00
H -1.815 -3.711 2.916  0.00
H -2.118 -2.108 3.532  0.00
H 0.637 -3.464 3.515  0.00
H 0.323 -1.845 4.084  0.00

***

2.
A structure of composition C26H23Cl3FN3O5RuSi. Source: the Open Molecules 2025 dataset; level of theory: ωB97M-V/def2-TZVPD.

- E_LUMO (spin up / spin down): -0.4 / -0.5 eV
- Kohn-Sham gap (spin up / spin down): 0.240 / 0.246 Ha
- Strongest force on any atom: 0.00244 Eh/bohr
- Multiplicity: 5

Last column: Löwdin spin population.
Cartesian coordinates (Å):
Ru 0.010 0.562 -0.541  3.31
C -3.266 3.188 0.534  0.00
C -2.542 1.873 0.351  0.01
O -1.462 1.961 -0.375  0.14
C -3.056 0.742 0.926  0.02
C -2.551 -0.605 0.859  0.02
C -3.401 -1.717 1.404  0.01
N -1.396 -0.860 0.337  0.13
N -0.983 -2.180 0.257  0.02
C 0.142 -2.278 -0.380  0.02
O 0.807 -1.272 -0.899  0.15
C 0.734 -3.627 -0.566  0.00
C 1.874 -3.777 -1.348  0.00
C 2.436 -5.032 -1.532  0.00
C 1.861 -6.145 -0.937  0.00
C 0.719 -6.000 -0.158  0.00
C 0.157 -4.749 0.027  0.00
H -2.820 3.938 -0.117  0.00
H -3.186 3.529 1.568  0.00
H -4.325 3.092 0.295  0.00
H -3.989 0.867 1.460  0.00
H -4.306 -1.326 1.862  0.00
H -2.836 -2.296 2.135  0.00
H -3.669 -2.407 0.603  0.00
H 2.309 -2.903 -1.811  0.00
H 3.323 -5.140 -2.142  0.00
H 2.300 -7.125 -1.079  0.00
H 0.267 -6.867 0.306  0.00
H -0.732 -4.622 0.629  0.00
C 0.879 7.139 -1.997  0.00
C 0.611 6.986 -0.509  0.00
C -0.774 7.499 -0.146  0.00
C -0.976 7.447 1.356  0.00
C -0.704 6.060 1.870  0.00
C -1.287 5.618 3.038  0.00
C -1.065 4.324 3.489  0.00
F -1.664 3.938 4.628  0.00
C -0.287 3.440 2.795  0.00
C 0.321 3.873 1.615  0.00
C 1.114 2.893 0.855  0.03
O 1.139 1.708 1.212  0.05
C 1.759 3.422 -0.319  0.02
C 1.512 4.715 -0.703  0.01
N 0.735 5.577 -0.048  0.01
C 0.123 5.178 1.151  0.00
C 2.650 2.662 -1.220  0.02
O 3.011 3.051 -2.300  0.00
O 3.057 1.474 -0.715  0.03
H 0.637 8.162 -2.282  0.00
H 0.248 6.465 -2.580  0.00
H 1.920 6.971 -2.268  0.00
H 1.351 7.568 0.052  0.00
H -1.525 6.890 -0.657  0.00
H -0.872 8.521 -0.513  0.00
H -1.990 7.743 1.626  0.00
H -0.300 8.160 1.840  0.00
H -1.936 6.271 3.608  0.00
H -0.144 2.420 3.123  0.00
H 1.980 5.064 -1.610  0.00
Cl 4.320 -1.106 -0.243  0.00
Si 4.039 0.413 -1.529  0.00
Cl 5.824 1.281 -1.944  0.00
Cl 3.155 -0.237 -3.221  0.00

***

3.
A structure of composition C26H23ClF5N5O5RuSTe at a distorted geometry. Source: the Open Molecules 2025 dataset; level of theory: ωB97M-V/def2-TZVPD.

- Total charge: -1
- E_LUMO (spin up / spin down): 1.1 / 0.9 eV
- Kohn-Sham gap (spin up / spin down): 0.232 / 0.215 Ha
- Strongest force on any atom: 0.07807 Eh/bohr
- Multiplicity: 2

Last column: Löwdin spin population.
Cartesian coordinates (Å):
Ru -0.557 -0.094 0.066  0.25
O 3.551 -0.372 4.238  0.00
C 2.503 0.293 4.706  0.00
O 2.547 0.935 5.722  0.00
C 1.242 0.191 3.912  0.00
C -0.009 0.616 4.321  0.00
Cl -0.459 1.459 5.726  0.00
N -0.906 0.331 3.353  0.00
N -0.273 -0.251 2.309  0.01
C 0.994 -0.335 2.634  0.00
C 1.830 -0.999 1.606  0.00
O 2.903 -1.502 1.936  0.00
O 1.307 -1.015 0.444  0.00
C -2.347 0.368 3.388  0.00
C -3.020 -0.045 4.526  0.00
C -4.406 -0.040 4.528  0.00
C -5.110 0.357 3.398  0.00
C -4.420 0.741 2.258  0.00
C -3.034 0.749 2.252  0.01
H 3.341 -0.860 3.394  0.00
H -2.473 -0.388 5.393  0.00
H -4.935 -0.366 5.414  0.00
H -6.192 0.359 3.404  0.00
H -4.950 1.039 1.364  0.00
H -2.501 1.043 1.361  0.01
N -0.936 -2.246 -2.608  0.00
C -0.507 -2.735 -1.466  0.00
S -1.372 -2.439 0.013  0.00
N 0.604 -3.489 -1.422  0.00
C 1.351 -4.051 -2.488  0.00
C 0.775 -4.447 -3.689  0.00
C 1.567 -5.043 -4.661  0.00
C 2.920 -5.256 -4.445  0.00
C 3.483 -4.869 -3.235  0.00
C 2.705 -4.269 -2.262  0.00
H -1.643 -1.521 -2.551  0.00
H -0.281 -2.110 -3.367  0.00
H 0.993 -3.566 -0.492  0.00
H -0.284 -4.317 -3.857  0.00
H 1.112 -5.346 -5.596  0.00
H 3.530 -5.718 -5.209  0.00
H 4.538 -5.026 -3.049  0.00
H 3.143 -3.951 -1.323  0.00
C -2.368 3.462 0.257  0.00
C -1.086 3.775 -0.463  0.04
C -0.959 4.876 -1.291  0.00
C 0.214 5.130 -1.970  0.05
C 1.300 4.295 -1.798  0.00
C 1.240 3.193 -0.968  0.04
C 2.436 2.315 -0.710  0.01
C 0.012 2.897 -0.318  0.02
N -0.117 1.745 0.420  0.20
H -3.039 4.320 0.235  0.00
H -2.167 3.187 1.295  0.00
H -2.874 2.620 -0.230  0.00
H -1.819 5.521 -1.435  0.00
H 0.276 5.971 -2.648  0.00
H 2.225 4.497 -2.326  0.00
H 3.198 2.478 -1.472  0.00
H 2.156 1.261 -0.722  0.00
H 2.863 2.543 0.273  0.00
F -1.238 2.914 -4.189  0.00
Te -0.959 1.574 -2.814  0.00
F -1.373 0.106 -3.914  0.00
F 0.628 1.502 -3.960  0.00
F -2.895 1.816 -2.925  0.01
F 0.530 0.096 -1.866  0.05
O -1.769 0.265 -1.223  0.31

***

4.
The ion C26H23ClNO2 with charge +1 at a distorted geometry. Source: the Open Molecules 2025 dataset; level of theory: ωB97M-V/def2-TZVPD.

- Total charge: +1
- SMILES: COc1ccc([C@@H]([NH2+]c2ccc(Cl)cc2)c2ccc(Oc3ccccc3)cc2)cc1
- E_LUMO: -2.7 eV
- Kohn-Sham gap: 0.312 Ha
- Strongest force on any atom: 0.05309 Eh/bohr

Last column: natural (NBO) charge in e.
Cartesian coordinates (Å):
C -6.025 1.425 -1.755  -0.26
O -5.344 0.291 -2.322  -0.48
C -4.038 0.088 -2.005  0.33
C -3.402 -1.031 -2.593  -0.24
C -2.057 -1.249 -2.372  -0.16
C -1.326 -0.382 -1.552  -0.12
C 0.162 -0.615 -1.413  -0.09
N 0.881 0.629 -1.620  -0.51
C 0.850 1.410 -2.880  0.08
C 0.520 2.748 -2.763  -0.21
C 0.574 3.555 -3.908  -0.19
C 0.985 2.989 -5.124  -0.03
Cl 1.005 3.967 -6.531  0.07
C 1.429 1.659 -5.184  -0.21
C 1.364 0.849 -4.030  -0.17
C 0.653 -1.101 -0.057  -0.01
C 1.933 -1.681 -0.050  -0.23
C 2.711 -1.582 1.087  -0.24
C 2.176 -0.980 2.234  0.33
O 3.082 -0.741 3.260  -0.50
C 2.765 -1.134 4.569  0.28
C 3.409 -2.273 5.063  -0.25
C 2.931 -2.853 6.238  -0.19
C 1.894 -2.243 6.953  -0.22
C 1.345 -1.038 6.501  -0.19
C 1.805 -0.450 5.317  -0.27
C 0.829 -0.623 2.300  -0.25
C 0.051 -0.704 1.138  -0.23
C -1.970 0.653 -0.872  -0.23
C -3.321 0.903 -1.101  -0.25
H -7.012 1.393 -2.209  0.22
H -6.105 1.331 -0.666  0.18
H -5.522 2.365 -2.010  0.18
H -3.981 -1.692 -3.232  0.24
H -1.540 -2.100 -2.827  0.22
H 0.505 -1.306 -2.189  0.23
H 1.885 0.461 -1.471  0.45
H 0.579 1.293 -0.899  0.44
H 0.219 3.165 -1.795  0.23
H 0.306 4.606 -3.850  0.25
H 1.820 1.268 -6.120  0.25
H 1.727 -0.187 -4.044  0.23
H 2.296 -2.201 -0.944  0.22
H 3.739 -1.930 1.100  0.25
H 4.222 -2.715 4.486  0.23
H 3.378 -3.785 6.587  0.23
H 1.515 -2.708 7.865  0.23
H 0.548 -0.544 7.061  0.22
H 1.407 0.499 4.952  0.22
H 0.401 -0.231 3.219  0.24
H -1.011 -0.456 1.175  0.24
H -1.433 1.264 -0.139  0.20
H -3.814 1.722 -0.581  0.23